Record 1
Below is 32 unconnected molecules or ions with the total composition C20H101NO32 in a non-equilibrium geometry, with properties calculated with ωB97M-V/def2-TZVPD.

Summary:
- LUMO energy (eV) = -0.34
- 2S+1 = 1
- HOMO-LUMO gap (eV) = 8.84

Atoms and positions in Å:
C1 3.861 2.743 0.545
C2 5.126 2.692 1.397
C3 5.584 1.277 1.769
C4 5.668 0.426 0.497
C5 6.571 -0.815 0.564
C6 5.939 -1.906 -0.357
C7 4.827 -2.609 0.430
C8 4.190 -3.720 -0.439
C9 3.106 -4.453 0.369
C10 1.669 -3.977 0.058
C11 0.756 -4.215 1.283
C12 0.178 -2.906 1.873
C13 -1.335 -2.972 2.168
C14 -2.091 -2.237 1.029
C15 -3.503 -2.780 0.734
C16 -4.624 -2.030 1.472
C17 -5.188 -0.899 0.606
C18 -6.085 -1.305 -0.571
C19 -7.156 -0.192 -0.637
N1 -7.347 0.135 0.778
C20 -6.093 0.128 1.324
O1 -5.717 0.818 2.234
H1 2.949 2.547 1.106
H2 3.765 3.756 0.161
H3 3.885 2.098 -0.321
H4 5.931 3.168 0.830
H5 4.950 3.312 2.273
H6 6.598 1.377 2.161
H7 4.946 0.840 2.530
H8 4.659 0.085 0.275
H9 5.967 1.058 -0.341
H10 7.557 -0.557 0.186
H11 6.588 -1.200 1.580
H12 5.513 -1.367 -1.198
H13 6.672 -2.637 -0.689
H14 4.020 -1.922 0.681
H15 5.252 -3.006 1.352
H16 3.775 -3.210 -1.304
H17 4.971 -4.385 -0.806
H18 3.165 -5.527 0.193
H19 3.303 -4.287 1.420
H20 1.739 -2.921 -0.187
H21 1.331 -4.503 -0.831
H22 -0.054 -4.898 1.030
H23 1.336 -4.698 2.066
H24 0.689 -2.633 2.794
H25 0.382 -2.125 1.147
H26 -1.488 -2.479 3.132
H27 -1.667 -4.001 2.273
H28 -2.086 -1.159 1.186
H29 -1.495 -2.414 0.135
H30 -3.696 -2.692 -0.330
H31 -3.520 -3.835 0.983
H32 -5.449 -2.726 1.627
H33 -4.317 -1.647 2.436
H34 -4.346 -0.363 0.150
H35 -5.667 -1.233 -1.566
H36 -6.656 -2.224 -0.498
H37 -6.776 0.694 -1.159
H38 -8.075 -0.465 -1.145
H39 -7.812 1.010 0.990
O2 -9.036 2.794 -1.019
H40 -9.129 1.904 -0.652
H41 -8.561 3.298 -0.349
O3 -3.526 0.897 -1.929
H42 -4.427 0.941 -2.271
H43 -3.538 1.475 -1.156
O4 -2.410 1.980 -4.725
H44 -2.475 1.881 -3.765
H45 -2.405 2.937 -4.863
O5 1.060 -0.430 -0.364
H46 1.219 -0.137 -1.268
H47 0.171 -0.109 -0.165
O6 0.015 2.205 0.703
H48 -0.153 2.109 1.650
H49 0.006 3.155 0.548
O7 -4.678 -0.804 4.780
H50 -5.549 -0.761 5.203
H51 -4.815 -0.363 3.934
O8 -10.212 0.061 -1.351
H52 -11.054 0.118 -0.883
H53 -10.389 0.511 -2.190
O9 -11.968 1.679 -3.165
H54 -11.890 2.550 -2.755
H55 -11.889 1.855 -4.110
O10 3.980 3.243 -2.467
H56 4.589 3.376 -3.203
H57 3.249 2.759 -2.863
O11 6.786 2.908 -2.776
H58 6.310 3.185 -1.983
H59 7.702 3.162 -2.594
O12 4.179 4.740 3.739
H60 4.093 4.622 4.692
H61 4.206 5.696 3.618
O13 -4.331 -3.081 6.963
H62 -4.362 -2.239 6.495
H63 -4.868 -3.671 6.424
O14 8.817 2.536 -4.998
H64 7.944 2.576 -4.582
H65 8.696 2.984 -5.843
O15 -7.518 -0.371 4.882
H66 -7.408 -0.067 3.972
H67 -8.397 -0.059 5.136
O16 0.872 -5.618 -2.654
H68 1.066 -6.557 -2.557
H69 -0.086 -5.561 -2.570
O17 -0.194 0.704 3.406
H70 -0.491 0.898 4.303
H71 -0.087 -0.257 3.398
O18 -5.223 -4.309 -1.673
H72 -6.075 -4.272 -1.225
H73 -5.376 -3.844 -2.504
O19 -7.542 -1.826 -3.365
H74 -7.503 -1.542 -4.285
H75 -8.396 -1.503 -3.054
O20 3.104 2.851 -5.185
H76 3.710 2.981 -5.924
H77 2.364 2.359 -5.568
O21 3.053 -3.131 3.745
H78 3.436 -3.981 3.987
H79 3.234 -3.037 2.804
O22 10.070 4.332 -3.098
H80 9.854 3.684 -3.785
H81 10.689 4.946 -3.515
O23 2.388 5.691 -5.089
H82 2.585 4.750 -4.964
H83 1.430 5.744 -5.005
O24 8.141 -4.948 -0.892
H84 7.277 -4.904 -0.467
H85 8.013 -4.499 -1.735
O25 11.676 6.790 -3.886
H86 11.786 7.520 -3.267
H87 12.576 6.539 -4.122
O26 2.612 -0.201 2.800
H88 2.275 -0.556 1.966
H89 1.829 0.189 3.211
O27 -1.422 -2.088 5.637
H90 -1.033 -2.923 5.922
H91 -2.279 -2.071 6.078
O28 9.210 2.075 -1.119
H92 8.981 1.408 -1.777
H93 9.815 2.672 -1.582
O29 -10.252 -1.073 5.695
H94 -10.068 -2.011 5.816
H95 -11.210 -1.003 5.758
O30 0.134 1.882 -6.484
H96 -0.720 1.930 -6.032
H97 -0.012 2.322 -7.328
O31 -1.877 5.139 -4.336
H98 -1.938 5.044 -3.379
H99 -1.875 6.092 -4.480
O32 -3.650 1.993 5.432
H100 -3.476 1.049 5.539
H101 -4.608 2.055 5.509

***

Record 2
Below is a molecular structure, C20H11Br3IrNO3 in a non-equilibrium geometry, with properties calculated with ωB97M-V/def2-TZVPD.

Summary:
- LUMO energy (eV) = -0.70
- relative energy (zero: lowest compared OMol25 entry of this formula, charge and spin) (eV) = 0.263
- 2S+1 = 1
- HOMO-LUMO gap (eV) = 6.78

Atoms and positions in Å:
Ir1 -0.160 0.323 0.758
Br1 2.312 0.231 0.725
C1 2.523 2.078 0.346
C2 3.752 2.649 0.441
C3 3.873 4.018 0.119
C4 2.780 4.721 -0.292
C5 1.505 4.112 -0.405
C6 0.386 4.842 -0.872
C7 -0.810 4.210 -1.026
C8 -0.960 2.850 -0.675
C9 0.064 2.098 -0.151
C10 1.348 2.745 -0.063
H1 4.613 2.074 0.753
H2 4.841 4.496 0.191
H3 2.872 5.770 -0.549
H4 0.507 5.888 -1.123
H5 -1.662 4.752 -1.417
H6 -1.916 2.388 -0.871
Br2 -0.092 -4.452 -0.988
C11 -1.539 -3.329 -0.556
C12 -2.848 -3.841 -0.623
C13 -3.926 -3.056 -0.338
Br3 -5.664 -3.794 -0.455
C14 -3.751 -1.706 0.056
C15 -4.789 -0.805 0.376
C16 -4.485 0.462 0.781
C17 -3.142 0.855 0.886
N1 -2.151 0.053 0.564
C18 -2.432 -1.228 0.141
C19 -1.300 -2.023 -0.200
O1 -0.105 -1.474 -0.142
H7 -2.989 -4.873 -0.909
H8 -5.817 -1.134 0.309
H9 -5.258 1.169 1.045
H10 -2.874 1.827 1.272
O2 -0.095 1.445 2.485
C20 -0.244 0.473 3.314
O3 -0.424 -0.694 2.934
H11 -0.204 0.721 4.381

***

Record 3
Below is a molecular structure, C20H12CdF3N5O2Se4, with properties calculated with ωB97M-V/def2-TZVPD.

Summary:
- total charge = -2
- LUMO energy (eV) = 4.71
- 2S+1 = 1
- HOMO-LUMO gap (eV) = 5.94

Atoms and positions in Å:
Cd1 -1.450 -0.396 -0.587
C1 -2.431 4.344 -2.347
C2 -1.549 4.091 -3.390
C3 -0.428 3.327 -3.158
C4 -0.225 2.772 -1.883
N1 -1.093 2.997 -0.885
C5 -2.151 3.769 -1.122
N2 0.988 2.156 -1.651
C6 1.260 1.273 -0.746
N3 0.479 0.482 0.061
C7 1.283 -0.146 0.973
N4 1.003 -0.901 1.989
C8 -0.262 -1.185 2.465
C9 -0.429 -2.397 3.158
C10 -1.653 -2.698 3.709
C11 -2.687 -1.773 3.621
C12 -2.435 -0.596 2.943
N5 -1.269 -0.301 2.369
C13 2.699 0.176 0.678
C14 3.884 -0.200 1.277
C15 5.069 0.304 0.750
C16 5.056 1.168 -0.340
C17 3.856 1.556 -0.927
C18 2.686 1.041 -0.406
H1 -3.327 4.931 -2.492
H2 -1.743 4.491 -4.379
H3 0.293 3.116 -3.935
H4 -2.807 3.932 -0.275
H5 0.401 -3.088 3.203
H6 -1.808 -3.651 4.201
H7 -3.660 -1.967 4.050
H8 -3.203 0.166 2.849
H9 3.880 -0.873 2.125
H10 6.018 0.017 1.189
H11 5.994 1.544 -0.731
H12 3.824 2.239 -1.766
Se1 -1.074 -0.900 -3.128
Se2 -2.989 0.057 -4.026
Se3 -4.721 -0.733 -2.630
Se4 -4.234 0.031 -0.499
F1 -1.095 -5.165 0.761
C19 -0.056 -4.592 0.119
F2 0.230 -5.392 -0.935
F3 1.004 -4.683 0.961
C20 -0.315 -3.099 -0.318
O1 0.639 -2.574 -0.884
O2 -1.452 -2.670 -0.012

***

Record 4
Below is C20H12ClN3O5S in the gas phase in a non-equilibrium geometry, with properties calculated with ωB97M-V/def2-TZVPD.

Summary:
- SMILES = O=C(OCc1nc2scc(-c3ccccc3)c2c(=O)[nH]1)c1cc([N+](=O)[O-])ccc1Cl
- LUMO energy (eV) = -1.07
- 2S+1 = 1
- HOMO-LUMO gap (eV) = 7.24

Atoms and positions in Å:
O1 -1.837 -2.207 0.886
C1 -2.559 -1.673 0.090
O2 -2.373 -1.767 -1.243
C2 -1.273 -2.568 -1.652
C3 0.048 -2.004 -1.202
N1 1.020 -2.811 -0.958
C4 2.177 -2.238 -0.561
S1 3.592 -3.167 -0.239
C5 4.461 -1.726 0.148
C6 3.720 -0.587 0.054
C7 4.254 0.744 0.354
C8 3.560 1.622 1.181
C9 4.084 2.869 1.464
C10 5.303 3.253 0.931
C11 6.003 2.381 0.115
C12 5.485 1.131 -0.170
C13 2.385 -0.875 -0.366
C14 1.304 0.034 -0.672
O3 1.280 1.242 -0.622
N2 0.153 -0.656 -1.100
C15 -3.739 -0.822 0.409
C16 -4.342 -0.079 -0.601
C17 -5.433 0.725 -0.318
N3 -6.043 1.490 -1.383
O4 -5.543 1.411 -2.483
O5 -7.012 2.158 -1.104
C18 -5.951 0.806 0.972
C19 -5.362 0.072 1.978
C20 -4.260 -0.740 1.711
Cl1 -3.584 -1.631 2.999
H1 -1.327 -2.594 -2.744
H2 -1.361 -3.584 -1.254
H3 5.486 -1.805 0.452
H4 2.614 1.324 1.603
H5 3.537 3.546 2.104
H6 5.707 4.230 1.151
H7 6.955 2.675 -0.304
H8 6.023 0.454 -0.817
H9 -0.638 -0.069 -1.341
H10 -3.967 -0.123 -1.612
H11 -6.802 1.442 1.161
H12 -5.746 0.117 2.984

***

Record 5
Below is 2 unconnected molecules or ions with the total composition C20H12FN4O8S2 in a non-equilibrium geometry, with properties calculated with ωB97M-V/def2-TZVPD.

Summary:
- total charge = -1
- LUMO energy (eV) = 0.10
- relative energy (zero: lowest compared OMol25 entry of this formula, charge and spin) (eV) = 3.312
- 2S+1 = 1
- HOMO-LUMO gap (eV) = 4.73

Atoms and positions in Å:
N1 -0.302 -4.027 5.331
C1 0.074 -3.216 4.590
C2 0.485 -2.215 3.637
C3 1.792 -1.833 3.337
C4 2.045 -0.505 2.848
N2 3.098 0.248 3.487
O1 3.943 -0.320 4.202
O2 3.012 1.499 3.361
C5 1.006 0.254 2.243
C6 -0.251 -0.007 2.775
N3 -1.165 0.915 3.361
O3 -1.345 2.116 3.286
O4 -1.882 0.179 4.314
N4 -1.533 -1.184 4.323
C7 -0.526 -1.229 3.437
H1 2.655 -2.444 3.583
H2 1.199 1.053 1.565
F1 -1.204 1.865 0.381
C8 -0.173 1.644 -0.451
S1 -0.751 1.069 -2.144
C9 -0.670 2.215 -3.584
C10 0.541 2.273 -4.268
C11 0.633 2.994 -5.457
C12 -0.486 3.683 -5.927
C13 -1.693 3.658 -5.231
C14 -1.791 2.915 -4.047
O5 0.082 -0.076 -2.491
O6 -2.184 0.935 -1.968
S2 0.980 3.024 -0.533
C15 0.470 4.218 0.679
C16 0.144 5.528 0.304
C17 -0.373 6.396 1.269
C18 -0.467 5.975 2.596
C19 -0.048 4.704 2.985
C20 0.415 3.822 2.010
O7 2.281 2.555 -0.130
O8 0.796 3.706 -1.802
H3 1.392 1.732 -3.858
H4 1.571 2.980 -6.012
H5 -0.431 4.218 -6.872
H6 -2.562 4.182 -5.633
H7 -2.727 2.864 -3.490
H8 0.308 5.842 -0.724
H9 -0.691 7.399 0.971
H10 -0.877 6.645 3.344
H11 -0.075 4.373 4.022
H12 0.755 2.824 2.270

***

Record 6
Below is a molecular structure, C20H13BrCl5KN4OS, with properties calculated with ωB97M-V/def2-TZVPD.

Summary:
- LUMO energy (eV) = 0.13
- relative energy (zero: lowest compared OMol25 entry of this formula, charge and spin) (eV) = 0.000
- 2S+1 = 1
- HOMO-LUMO gap (eV) = 7.63

Atoms and positions in Å:
K1 -0.891 -0.247 -0.121
C1 1.823 -4.640 -3.141
N1 2.373 -4.435 -1.812
C2 3.315 -5.239 -1.188
C3 3.555 -4.714 0.014
N2 2.761 -3.567 0.133
C4 2.007 -3.392 -1.014
S1 0.849 -2.269 -1.440
C5 2.796 -2.743 1.296
C6 3.027 -3.339 2.530
C7 3.107 -2.521 3.643
C8 2.943 -1.155 3.493
C9 2.698 -0.670 2.220
N3 2.628 -1.444 1.136
H1 2.278 -5.531 -3.567
H2 2.030 -3.777 -3.770
H3 0.744 -4.762 -3.085
H4 3.737 -6.110 -1.663
H5 4.249 -5.021 0.776
H6 3.115 -4.413 2.626
H7 3.279 -2.953 4.620
H8 2.992 -0.484 4.342
H9 2.551 0.392 2.050
Cl1 -3.697 1.787 0.468
C10 -3.183 2.107 -1.200
C11 -2.201 1.288 -1.726
C12 -1.895 1.553 -3.048
Cl2 -0.666 0.538 -3.808
C13 -2.489 2.555 -3.815
Cl3 -2.055 2.810 -5.471
C14 -3.460 3.366 -3.220
Cl4 -4.215 4.633 -4.118
C15 -3.816 3.139 -1.891
Cl5 -5.015 4.139 -1.137
O1 -2.264 4.890 4.520
C16 -1.762 4.072 3.571
C17 -1.454 4.499 2.285
C18 -0.945 3.578 1.395
N4 -0.730 2.295 1.708
C19 -1.052 1.925 2.927
Br1 -0.822 0.068 3.300
C20 -1.562 2.742 3.913
H10 -2.393 5.772 4.160
H11 -1.627 5.524 1.979
H12 -0.714 3.863 0.373
H13 -1.818 2.377 4.896